Record 1
DFT (ωB97M-V with the def2-TZVPD basis set) results for a structure of composition C10H9N5O3PtS4Sb.

Values from the calculation:
**Lowest unoccupied orbital energy (spin up / spin down)**: -1.33 / -1.70 eV
**Expectation value of S²**: 0.77
**HOMO (spin up / spin down)**: -8.199 / -8.246 eV
**Spin multiplicity**: 2
**Orbital gap (spin up / spin down)**: 6.87 / 6.54 eV
**Relative energy (zero: lowest compared OMol25 entry of this formula, charge and spin)**: 12.9 kJ/mol

Positions of all 33 atoms, in Å:
Pt (-0.07217, -0.11523, 0.48018)
S (5.09185, 0.86267, 1.72990)
Sb (3.12284, 0.36334, 0.88565)
S (2.43868, -0.16998, -1.18920)
S (1.39637, -0.37065, 2.28117)
N (2.01701, 6.00796, -4.55170)
C (1.74759, 5.31889, -3.38961)
C (0.73410, 5.75278, -2.52662)
C (0.49601, 5.09272, -1.34058)
C (1.26949, 3.98583, -1.00282)
C (2.28500, 3.54531, -1.84576)
C (2.52018, 4.20881, -3.03036)
S (0.95112, 3.16661, 0.49847)
O (0.34524, 4.07992, 1.40966)
O (2.19648, 2.51306, 0.91773)
N (-0.03850, 1.92055, 0.16264)
C (-1.25838, 2.00505, -0.42956)
N (-1.72794, 0.73118, -0.58128)
C (-2.92233, 0.56123, -1.12209)
C (-3.65882, 1.65483, -1.54413)
C (-3.07943, 2.90501, -1.37548)
N (-1.88454, 3.09889, -0.82027)
H (1.29678, 6.61074, -4.90970)
H (2.54895, 5.52923, -5.25772)
H (0.14357, 6.62188, -2.78967)
H (-0.28022, 5.42678, -0.66750)
H (2.88393, 2.68558, -1.58207)
H (3.31581, 3.87412, -3.68439)
H (-3.27780, -0.45663, -1.21992)
H (-4.63385, 1.53711, -1.98995)
H (-3.59908, 3.79950, -1.69995)
O (-0.20207, -2.86758, 1.24698)
N (-0.53459, -1.93871, 0.66583)

Record 2
DFT (ωB97M-V with the def2-TZVPD basis set) results for an isolated molecule of C10H9N5O5S in a non-equilibrium geometry.

Values from the calculation:
**Lowest unoccupied orbital energy**: -1.27 eV
**HOMO**: -7.850 eV
**Spin multiplicity**: 1
**Orbital gap**: 6.58 eV

Positions of all 30 atoms, in Å:
C (0.67120, -2.28565, -2.22361)
C (0.51730, -0.81592, -2.29691)
N (0.39486, -0.01796, -1.24320)
C (0.24260, 1.43498, -1.49354)
C (0.31269, 1.61061, -3.00175)
S (0.59911, -0.01530, -3.80134)
H (0.39270, -2.69478, -1.25163)
H (0.01804, -2.75404, -2.97538)
H (1.70867, -2.56444, -2.46698)
H (-0.69876, 1.81635, -1.07777)
H (1.05914, 1.98222, -1.01688)
H (-0.62622, 1.99849, -3.41413)
H (1.15807, 2.25121, -3.28159)
O (-3.04648, 0.56174, 3.87025)
N (-1.86510, 0.90390, 3.70314)
O (-1.26130, 1.64974, 4.50822)
C (-1.14146, 0.45256, 2.52715)
C (0.17078, 0.90181, 2.27075)
C (0.85756, 0.52653, 1.12807)
N (2.25778, 0.87024, 1.01328)
O (2.75139, 1.59108, 1.90755)
O (2.93250, 0.41474, 0.05956)
C (0.37076, -0.50059, 0.11165)
C (-0.97884, -1.01413, 0.52374)
N (-1.51663, -2.15618, 0.09375)
O (-2.61733, -2.37263, 1.03015)
N (-2.71647, -1.40222, 1.96925)
C (-1.68385, -0.54682, 1.67476)
H (0.68934, 1.55141, 2.97694)
H (1.04796, -1.37694, 0.17648)

Record 3
DFT (ωB97M-V with the def2-TZVPD basis set) results for an isolated molecule of C10H9NS2 in a non-equilibrium geometry.

Values from the calculation:
**Lowest unoccupied orbital energy**: 0.68 eV
**HOMO**: -8.210 eV
**Spin multiplicity**: 1
**Orbital gap**: 8.89 eV
**Structure (SMILES)**: CSc1nc(-c2ccccc2)cs1
**Relative energy (zero: lowest compared OMol25 entry of this formula, charge and spin)**: 34.8 kJ/mol

Positions of all 22 atoms, in Å:
C (-3.56771, 2.01611, 0.07724)
S (-4.15899, 0.28133, 0.11171)
C (-2.61270, -0.57525, -0.12595)
N (-1.44762, -0.03802, -0.06893)
C (-0.48086, -1.08009, -0.04161)
C (0.88733, -0.62909, -0.01216)
C (2.03228, -1.43807, 0.11393)
C (3.33235, -0.89212, 0.15479)
C (3.50303, 0.48863, 0.09317)
C (2.44736, 1.30598, -0.07162)
C (1.13090, 0.72389, -0.19805)
C (-0.90351, -2.32165, 0.02985)
S (-2.64036, -2.30104, -0.04726)
H (-4.50380, 2.52420, 0.10918)
H (-3.07612, 2.28719, 1.08970)
H (-3.01634, 2.16898, -0.85204)
H (1.82476, -2.50268, 0.18471)
H (4.19546, -1.52473, 0.16785)
H (4.48281, 0.99612, 0.25226)
H (2.54362, 2.36049, -0.28347)
H (0.36030, 1.41466, -0.60718)
H (-0.33220, -3.26484, -0.07611)